Density functional theory data (the ωB97M-V functional and the def2-TZVPD basis) for a 5-piece molecular cluster, C38H42NO12 overall.

Structure (XYZ):
```
93
Properties=species:S:1:pos:R:3:forces:R:3
O 1.4054 -2.8440 -4.2923 -0.1 -0.5 -0.7
O 0.6680 1.8172 -5.3892 0.1 0.0 0.1
O -0.0761 -0.5143 2.2952 0.1 0.1 0.2
O 4.5302 0.4485 -2.8598 -0.1 -0.1 0.1
O 1.8183 -0.2747 -10.1150 0.0 0.0 0.0
O 3.9063 -3.5101 1.0676 0.0 0.1 0.1
O 5.2599 -4.3944 6.1083 0.0 0.0 0.0
O -0.2550 -2.9827 -2.7834 0.0 -0.3 0.2
O -6.0707 8.3307 5.0895 0.0 0.0 0.0
O -4.4932 2.2135 2.0867 0.0 0.0 0.0
O -6.6923 3.0890 4.7149 0.0 0.0 0.0
O -8.6573 -0.6150 3.7251 0.0 0.0 0.0
N 3.4780 1.5637 0.5272 -0.2 -0.2 0.2
C -7.5540 6.5028 5.1446 0.0 0.0 0.0
C -7.8394 1.0524 2.2797 0.0 0.0 0.0
C 3.3097 0.7309 -0.7133 0.0 -0.1 0.5
C 4.6070 0.8198 -1.5212 0.1 0.0 0.1
C 1.0946 2.1966 -7.6743 0.0 0.0 0.0
C 4.2220 -3.7194 2.2247 0.0 -0.1 0.0
C -1.0112 -1.1042 1.3883 -0.3 -0.1 -0.5
C 5.2570 -2.8972 2.8963 0.0 0.0 0.0
C -6.5528 4.2917 4.8050 0.0 0.0 0.0
C 3.5687 1.1579 -3.6247 -0.1 0.0 -0.2
C -6.2149 7.1321 5.0053 0.0 0.0 0.0
C 4.9527 -4.1996 4.9567 0.0 0.0 0.0
C -6.7937 1.7628 1.8691 0.0 0.0 0.0
C -7.7102 5.1851 5.0520 0.0 0.0 0.0
C 1.0939 -0.1243 -6.6489 0.0 0.0 0.0
C 3.0535 -2.2098 -2.0471 0.2 0.0 0.1
C -5.0578 6.2334 4.7564 0.0 0.0 0.0
C 3.9190 -5.0236 4.2768 0.0 0.0 0.0
C 2.7432 -3.6863 -2.3605 -0.2 0.1 0.1
C -7.7049 0.0314 3.3503 0.0 0.0 0.0
C 2.7276 1.1568 1.4885 0.2 0.1 -0.2
C 1.2595 -0.8868 2.0969 0.1 -0.2 -0.1
C 0.9254 1.3393 -6.4762 0.0 0.0 0.0
C -5.3121 0.5396 3.5252 0.0 0.0 0.0
C -1.9645 -0.0489 0.8332 0.0 0.1 0.0
C 2.2715 -1.7146 -0.8256 -0.2 -0.1 -0.2
C -5.2148 4.9163 4.6636 0.0 0.0 0.0
C 1.9210 0.0008 1.0342 0.0 0.1 0.0
C 2.1740 -3.9549 -3.7576 0.2 0.1 0.5
C 1.5512 0.2051 -9.0378 0.0 0.0 0.0
C 2.8979 -0.5912 -0.0292 -0.3 0.3 0.2
C 3.5817 -4.7997 3.0093 0.0 0.0 0.0
C 5.5984 -3.1176 4.1628 0.0 0.0 0.0
C 0.1252 -2.7974 -3.9023 -0.2 0.3 0.3
C -5.4501 1.5658 2.4637 0.0 0.0 0.0
C 1.3828 1.6715 -8.8623 0.0 0.0 0.0
C -6.3556 -0.1731 3.9360 0.0 0.0 0.0
C 1.3844 -0.6524 -7.8340 0.0 0.0 0.0
H 2.5606 0.7548 -3.4750 0.0 0.1 0.0
H 1.5162 -1.7166 -7.9840 0.0 0.0 0.0
H 1.5094 2.2750 -9.7519 0.0 0.0 0.0
H -4.0939 6.7157 4.6561 0.0 0.0 0.0
H 1.2601 -1.4342 -1.1435 0.0 0.0 0.0
H 3.4660 -5.8060 4.8720 0.0 0.0 0.0
H 0.9765 -0.7260 -5.7571 0.0 0.0 0.0
H -6.2824 -0.9238 4.7124 0.0 0.0 0.0
H 3.5799 2.2312 -3.4044 0.0 0.0 0.0
H 4.9976 1.8490 -1.4330 -0.1 0.0 -0.1
H 4.1239 2.3425 0.5841 -0.1 0.1 0.0
H -6.8665 2.5133 1.0920 0.0 0.0 0.0
H -1.5692 -1.8945 1.8988 0.1 0.1 0.2
H 4.1295 -2.0946 -1.8849 -0.1 0.0 0.1
H 5.7200 -2.1227 2.2964 0.0 0.0 0.0
H 1.7729 -0.7950 3.0583 0.0 0.0 0.0
H 0.9679 3.2608 -7.5220 0.0 0.0 0.0
H 2.4240 1.1485 -1.2100 0.2 0.0 -0.3
H 1.3344 -1.9309 1.7731 0.1 0.0 0.1
H 2.8078 -1.5737 -2.8978 0.1 -0.1 0.0
H 2.8323 -5.3862 2.4929 0.0 0.0 0.0
H -8.3811 7.1776 5.3241 0.0 0.0 0.0
H -1.6859 0.2607 -0.1776 0.0 0.0 0.1
H 1.0966 0.4983 0.4867 0.0 -0.2 -0.1
H -0.4863 -1.5968 0.5595 0.1 0.1 0.1
H -4.3901 4.2395 4.4776 0.0 0.0 0.0
H 2.0217 -4.0647 -1.6331 0.0 0.1 0.0
H 3.7711 -0.9422 0.5398 0.1 -0.2 -0.3
H 3.8247 1.0169 -4.6744 0.1 0.0 0.1
H -0.5653 -2.5524 -4.7196 0.2 0.2 -0.1
H 2.9534 -4.1464 -4.4927 -0.1 0.2 0.0
H 2.1507 -2.5541 -0.1367 0.0 0.1 0.0
H -4.3201 0.4144 3.9412 0.0 0.0 0.0
H 5.3362 0.1536 -1.0483 0.0 0.1 -0.1
H 6.3539 -2.5364 4.6761 0.0 0.0 0.0
H -2.9911 -0.4145 0.7975 0.1 0.0 0.0
H 2.7470 1.6168 2.4733 -0.1 0.1 -0.1
H -1.9622 0.8408 1.4655 0.0 -0.1 0.1
H 1.5072 -4.8178 -3.7077 0.1 0.0 -0.1
H -8.6742 4.7024 5.1508 0.0 0.0 0.0
H 3.6503 -4.2791 -2.2174 -0.1 -0.1 -0.2
H -8.8311 1.1789 1.8647 0.0 0.0 0.0
```
Positions in Å, forces in eV/Å.

Its net charge is +1. The HOMO energy is -0.423 Ha. The calculated total energy comes out at -2430.40969 Ha.